18
Properties=species:S:1:pos:R:3:forces:R:3:mulliken_charge:R:1 method="wB97M-V/def2-TZVPD" relative_energy_kcal_mol=5.1 smiles="S=C1SC[C@@H]2CCCN12" fmax_ev_per_a=2.33
C -0.966960 0.347991 0.138148 0.412 0.731 -0.141 0.12
C 0.072082 -1.370269 -1.494429 0.620 -0.383 1.225 -0.70
C 1.111813 -0.484952 -0.830224 0.522 1.015 0.665 0.01
C 2.227502 -1.089621 0.014978 0.934 1.111 -0.140 -0.78
C 2.512697 0.114767 1.025962 1.003 -0.609 -1.000 -0.67
C 1.160943 0.737798 1.369619 0.170 0.255 0.129 -0.62
H 0.372268 -1.560065 -2.500873 -0.074 -0.363 -0.702 0.41
H -0.081257 -2.308076 -0.910119 0.246 0.535 -0.550 0.32
H 1.565276 0.256052 -1.569353 -0.764 -0.645 0.782 0.21
H 1.826241 -1.946796 0.513989 -0.168 -0.563 0.563 0.35
H 3.122187 -1.415351 -0.567566 -0.610 0.423 0.472 0.35
H 3.130525 -0.164328 1.869530 -0.195 -0.295 0.361 0.41
H 3.141280 0.845966 0.503539 -0.225 -0.043 -0.154 0.28
H 0.725444 0.287179 2.283030 0.258 0.642 -0.231 0.38
H 1.224531 1.907318 1.465542 -0.488 -2.255 -0.350 0.25
N 0.371613 0.210787 0.258030 -1.252 0.907 -0.414 0.11
S -1.977068 1.217757 1.155590 0.717 -0.832 -0.785 -0.32
S -1.418948 -0.399739 -1.420480 -1.105 0.369 0.269 -0.14



20
Properties=species:S:1:pos:R:3:forces:R:3:mulliken_charge:R:1 method="wB97M-V/def2-TZVPD" total_charge=-2 relative_energy_kcal_mol=0.0 smiles="CC1(C)C=CO[C@@H]1P(=O)([O-])[O-]" fmax_ev_per_a=3.25
C 1.097003 1.301614 0.439380 2.870 0.969 1.182 -0.94
C 0.284441 2.303857 0.099384 0.032 0.984 1.003 -0.01
C -0.880469 0.484646 -0.543218 1.413 -1.936 -1.905 -0.31
C 0.658260 -0.084279 0.055859 -1.901 2.434 0.231 2.05
C 0.471073 -1.026792 1.229314 -1.002 -2.129 1.294 -1.22
C 1.542380 -0.689550 -1.014695 -0.310 0.021 0.287 -1.95
O -1.810670 -1.892235 -0.574982 0.000 -0.366 -0.640 -0.74
O -2.798350 -0.525730 1.316632 0.432 0.255 -0.011 -0.82
O -3.524949 0.063319 -1.050989 0.538 -0.359 -0.184 -0.82
O -0.913712 1.940792 -0.430682 0.979 0.797 0.765 -0.33
P -2.454177 -0.578025 -0.172923 -0.403 0.629 0.790 0.70
H 2.127382 1.589171 0.945960 -1.990 -0.806 -0.976 0.05
H 0.545734 3.409796 0.397557 -1.042 -2.049 -0.971 0.21
H -0.786699 0.323905 -1.668650 -0.115 0.078 1.164 0.00
H 1.170488 -0.854174 2.094821 -0.257 0.142 -0.786 0.29
H 0.597039 -2.163323 0.948240 -0.283 2.148 0.252 0.25
H -0.601960 -0.945720 1.638700 1.455 -0.099 -0.570 0.24
H 0.945275 -1.544289 -1.258906 -0.355 -0.494 -1.452 0.45
H 2.462837 -1.132104 -0.673408 0.650 -0.042 0.930 0.43
H 1.869083 0.019128 -1.777398 -0.711 -0.177 -0.403 0.44



21
Properties=species:S:1:pos:R:3:forces:R:3:mulliken_charge:R:1 method="wB97M-V/def2-TZVPD" total_charge=+2 fmax_ev_per_a=5.55
O 1.149827 -2.239772 2.042755 -1.361 2.579 -2.274 -0.04
C 0.718018 -1.449881 1.343803 1.049 -2.278 2.058 0.35
Zn -0.253645 0.065688 -0.076614 -1.640 0.340 0.634 0.59
C -0.185290 -0.848593 -1.918934 -0.944 -2.183 -5.012 0.50
C 1.269143 1.621288 -0.080192 3.257 3.780 -0.305 0.45
O -0.348847 -1.308901 -2.958648 0.816 1.922 4.426 -0.03
O 2.048604 2.466474 -0.146754 -3.433 -3.772 0.329 -0.05
C -5.083177 1.366583 0.743189 -0.103 -0.153 -0.649 -1.10
P -3.305123 1.097834 0.992102 -0.233 0.777 1.434 1.04
C -2.806477 2.838630 1.158147 0.437 -0.169 0.165 -1.15
C -3.351463 -0.019208 2.437481 0.343 0.067 0.176 -1.11
O -2.316038 0.480912 -0.042156 1.384 -0.428 -0.085 -0.74
H -5.394732 0.865033 -0.176126 -0.391 0.139 0.102 0.34
H -5.266909 2.455780 0.682982 0.068 -0.641 -0.243 0.39
H -5.640251 0.975475 1.618084 0.383 0.087 -0.702 0.37
H -3.365670 3.387153 1.918257 -0.086 -0.198 -0.015 0.40
H -1.742623 2.981140 1.364078 -0.049 -0.096 -0.011 0.32
H -3.037214 3.287217 0.176441 0.076 -0.180 0.305 0.40
H -3.157145 -1.033221 2.058673 -0.015 0.244 0.057 0.35
H -2.622207 0.220955 3.214454 0.107 -0.015 -0.140 0.35
H -4.336190 -0.040316 2.922870 0.335 0.179 -0.251 0.38



Gap between HOMO and LUMO, respectively: 8.912, 5.490, 9.390 eV.
Electronic energy, respectively: -29528.4900, -23846.0251, -72248.1462 eV.